The following is a quantum chemistry calculation of a molecular structure, C21H26N2O6Os in a non-equilibrium geometry, from OMol25.

As for the total energy: -1466.730803 a.u. The frontier orbital gap (spin up / spin down) comes out at 0.198 / 0.197 Eh. The calculation puts the HOMO energy (spin up / spin down) at -13.91 / -13.94 eV. The maximum force comes out at 0.0666 Eh/bohr.

```
! RIJCOSX wB97M-V def2-TZVPD def2/J DEFGRID3
* xyz 2 1
Os -0.2044 -0.4896 0.0289
C 0.2816 1.4814 3.0994
O -0.6469 1.2644 2.0285
C -1.4815 2.3792 1.7351
C -1.7791 2.3366 0.2462
O -1.9383 0.9768 -0.2207
C -3.1270 0.2728 0.2188
C -2.9041 -0.4624 1.5301
O -1.6858 -1.2427 1.3848
C -1.3393 -1.9937 2.5765
H 0.9181 2.3431 2.8903
H -0.2442 1.6362 4.0418
H 0.9015 0.5911 3.1704
H -2.3920 2.3613 2.3365
H -0.9629 3.3154 1.9527
H -2.6765 2.8918 -0.0257
H -0.9385 2.7290 -0.3234
H -3.9583 0.9717 0.3073
H -3.3497 -0.4363 -0.5781
H -2.7944 0.1963 2.3892
H -3.7256 -1.1578 1.7022
H -2.1402 -2.6972 2.7975
H -0.4159 -2.5218 2.3604
H -1.2011 -1.2949 3.4033
C -1.7935 -4.5229 -0.5073
O -1.8106 -4.4987 -1.9456
C -1.2116 -3.6040 -2.7037
C -1.2047 -3.9040 -4.0710
C -0.5879 -3.0766 -4.9654
C 0.0558 -1.9042 -4.5307
C 0.0493 -1.5433 -3.2062
C 0.7837 -0.3779 -2.8064
N 0.8559 0.0663 -1.6073
N 1.7844 1.0665 -1.4113
C 2.0203 1.1803 -0.1603
O 1.3600 0.3842 0.6973
C 2.9752 2.1214 0.3954
C 3.4039 1.9722 1.7164
C 4.3246 2.8625 2.2399
C 4.8121 3.8982 1.4532
C 4.3867 4.0445 0.1372
C 3.4727 3.1571 -0.3977
C -0.6036 -2.3704 -2.2571
O -0.7127 -2.0468 -1.0026
H -2.2568 -5.4664 -0.2415
H -2.3700 -3.6959 -0.0998
H -0.7727 -4.4941 -0.1348
H -1.6856 -4.8218 -4.3810
H -0.5784 -3.3346 -6.0156
H 0.5692 -1.2758 -5.2474
H 1.3844 0.1398 -3.5463
H 3.0379 1.1477 2.3161
H 4.6710 2.7452 3.2580
H 5.5328 4.5918 1.8653
H 4.7743 4.8506 -0.4706
H 3.1381 3.2584 -1.4213
*
```